1.
Density functional theory data (ωB97M-V with the def2-TZVPD basis set) for a structure of composition C40H41GeN2O6Pt.

Geometry as XYZ:
```
91
C40H41GeN2O6Pt (ωB97M-V with the def2-TZVPD basis set)
Pt 1.1306 2.1590 0.2107
O 6.0288 2.5974 0.2205
C 4.6759 2.5989 -0.1106
O 4.2778 1.7531 -0.9054
C 3.9210 3.6204 0.5402
C 4.5960 4.7016 1.1599
C 3.9421 5.8470 1.5017
C 2.5578 5.9315 1.1991
C 1.9228 4.8289 0.7108
N 2.5364 3.6393 0.4419
C 0.4273 4.8760 0.5070
O -0.1880 5.9257 0.4873
O -0.1197 3.7053 0.4010
H 6.3825 1.8908 -0.3373
H 5.6604 4.6064 1.3101
H 4.4693 6.6737 1.9563
H 1.9643 6.8194 1.3607
C 3.5396 -3.3810 -2.7570
C 3.0149 -1.9842 -2.5559
C 2.6385 -1.2039 -3.6471
C 2.1535 0.0856 -3.4639
C 1.7275 0.9467 -4.6162
C 2.0565 0.5838 -2.1816
C 2.3875 -0.1819 -1.0422
C 2.8833 -1.4848 -1.2747
N 2.1481 0.4073 0.1597
C 2.3720 -0.1675 1.5132
C 2.9395 -1.5840 1.6310
C 3.3325 0.7681 2.2596
C 1.0092 -0.1661 2.2154
H 3.4786 -3.6770 -3.8040
H 2.9706 -4.1044 -2.1710
H 4.5840 -3.4586 -2.4484
H 2.7241 -1.6092 -4.6494
H 1.7163 0.3835 -5.5498
H 2.4046 1.7925 -4.7368
H 0.7322 1.3475 -4.4291
H 1.6897 1.5927 -2.0383
H 3.1509 -2.1420 -0.4705
H 3.9404 -1.6691 1.2164
H 2.2798 -2.3328 1.1954
H 3.0134 -1.7975 2.6982
H 4.3169 0.7556 1.7969
H 3.4221 0.4247 3.2910
H 2.9603 1.7898 2.2631
H 0.2944 -0.7786 1.6724
H 0.6053 0.8435 2.2956
H 1.1362 -0.5720 3.2210
O -0.7911 1.8153 -2.2320
C -1.2493 1.6164 -1.1205
O -0.5981 1.0858 -0.1235
C -2.7024 1.9213 -0.8166
C -3.5673 0.7157 -1.1673
Ge -3.2973 -0.8445 -0.0156
C -3.3540 -0.3788 1.8832
C -4.4286 -0.7346 2.6940
C -4.4485 -0.3958 4.0403
C -3.3903 0.3091 4.5917
C -2.3164 0.6757 3.7937
C -2.2971 0.3334 2.4509
C -1.6396 -1.8153 -0.3635
C -1.1032 -2.6492 0.6125
C 0.0413 -3.3950 0.3630
C 0.6682 -3.3071 -0.8695
C 0.1508 -2.4706 -1.8478
C -0.9951 -1.7350 -1.5948
C -4.7632 -2.1135 -0.3583
C -5.7573 -1.8502 -1.2958
C -6.7714 -2.7649 -1.5480
C -6.8071 -3.9655 -0.8597
C -5.8227 -4.2482 0.0769
C -4.8130 -3.3307 0.3183
H -2.9904 2.7896 -1.4107
H -2.8006 2.1784 0.2382
H -3.3968 0.4317 -2.2079
H -4.6272 0.9765 -1.0775
H -5.2630 -1.2844 2.2750
H -5.2920 -0.6803 4.6568
H -3.4051 0.5784 5.6403
H -1.4933 1.2390 4.2136
H -1.4650 0.6355 1.8271
H -1.5671 -2.7024 1.5911
H 0.4521 -4.0306 1.1376
H 1.5672 -3.8792 -1.0639
H 0.6517 -2.3737 -2.8026
H -1.3616 -1.0590 -2.3561
H -5.7467 -0.9176 -1.8454
H -7.5328 -2.5382 -2.2835
H -7.5965 -4.6811 -1.0530
H -5.8409 -5.1862 0.6166
H -4.0474 -3.5713 1.0462
```

Summary:
E = -4306.14426 Eh
Energy above the lowest of the compared OMol25 structures with the same formula, charge and spin = 0.0 kJ/mol
Net charge = -1
Expectation value of S² = 2.05
Lowest unoccupied orbital energy (spin up / spin down) = 2.45 / 1.09 eV
2S+1 = 3

=====

2.
Density functional theory data (ωB97M-V with the def2-TZVPD basis set) for a cluster of 2 separate species, C40H41N3O2 in total at a distorted geometry.

Geometry as XYZ:
```
86
C40H41N3O2 (ωB97M-V with the def2-TZVPD basis set)
C -3.7982 3.4263 3.8452
C -2.6963 2.4140 3.7142
C -2.9326 1.0648 3.9964
C -1.9285 0.0987 3.8682
C -2.2382 -1.3258 4.1953
C -0.6634 0.4932 3.4062
N 0.3761 -0.4821 3.2634
C 1.1418 -0.6194 2.1207
C 0.7623 -0.1764 0.8892
N 2.3357 -1.2144 2.4904
C 3.5566 -0.9786 1.7797
C 4.4970 -0.0797 2.3130
C 4.3599 0.4977 3.6835
C 5.5993 0.2824 1.5286
C 5.8040 -0.2549 0.2571
C 6.9867 0.1829 -0.5580
C 4.8986 -1.2108 -0.2149
C 3.7829 -1.5928 0.5428
C 2.8783 -2.6797 0.0646
C 2.2504 -1.5177 3.8404
C 1.0653 -1.0740 4.3108
C -0.3805 1.8512 3.2022
C 1.0014 2.3161 2.8762
C -1.4109 2.7935 3.3245
H -3.4465 4.4136 3.5338
H -4.6661 3.1629 3.2279
H -4.1584 3.5070 4.8789
H -3.9283 0.7524 4.3191
H -1.3855 -1.9828 4.0185
H -2.5398 -1.4302 5.2470
H -3.0795 -1.6808 3.5863
H 1.4613 -0.3006 0.0796
H -0.2494 0.1999 0.8214
H 5.0274 1.3631 3.7671
H 3.3490 0.8576 3.9066
H 4.6553 -0.2164 4.4674
H 6.3119 1.0064 1.9308
H 6.9711 -0.2861 -1.5454
H 6.9989 1.2717 -0.6956
H 7.9352 -0.0804 -0.0718
H 5.0619 -1.6733 -1.1917
H 3.3039 -3.0973 -0.8540
H 2.7957 -3.5021 0.7883
H 1.8691 -2.3219 -0.1597
H 3.0646 -2.0111 4.3424
H 0.6671 -1.0728 5.3124
H 0.9865 3.4076 2.7800
H 1.7410 2.0721 3.6521
H 1.3493 1.9065 1.9208
H -1.1960 3.8444 3.1164
O -3.7295 -2.8348 0.4066
C -3.7063 -2.9687 -0.8355
O -4.5646 -2.9287 -1.7446
C -2.2873 -3.1825 -1.4341
C -2.2149 -4.2980 -2.5001
C -1.8053 -3.5947 -3.7375
C -1.6631 -2.2191 -3.4851
C -1.4217 -1.3317 -4.5337
C -1.2855 -1.8341 -5.8308
C -1.4266 -3.2096 -6.0805
C -1.7044 -4.0928 -5.0311
N -1.9954 -1.9580 -2.1565
C -2.2095 -0.7417 -1.6213
C -1.7254 0.4473 -2.1914
C -2.4778 1.6021 -2.1924
C -2.1939 2.7604 -2.9871
C -3.1961 3.7474 -3.1771
C -2.9652 4.8605 -3.9719
C -1.7208 5.0301 -4.5989
C -0.7228 4.0609 -4.4389
C -0.9487 2.9389 -3.6455
H -1.5888 -3.3659 -0.6132
H -1.5013 -5.0658 -2.1865
H -3.1938 -4.7761 -2.6222
H -1.3675 -0.2621 -4.3663
H -1.0816 -1.1422 -6.6506
H -1.3261 -3.5826 -7.1013
H -1.8489 -5.1623 -5.1868
H -2.7697 -0.7100 -0.6799
H -0.7307 0.4316 -2.6479
H -3.4031 1.5857 -1.6113
H -4.1596 3.5903 -2.6916
H -3.7515 5.6033 -4.1031
H -1.5312 5.9130 -5.2067
H 0.2409 4.1798 -4.9343
H -0.1699 2.1858 -3.5292
```

Summary:
E = -1863.51760 Eh
Energy above the lowest of the compared OMol25 structures with the same formula, charge and spin = 0.0 kJ/mol
Lowest unoccupied orbital energy = -1.60 eV
2S+1 = 1

=====

3.
Density functional theory data (ωB97M-V with the def2-TZVPD basis set) for a cluster of 2 separate species, C40H42N3O2 in total at a distorted geometry.

Geometry as XYZ:
```
87
C40H42N3O2 (ωB97M-V with the def2-TZVPD basis set)
C -0.6189 -0.4632 3.9596
C 0.4706 0.0183 3.0123
N 0.3955 1.4723 2.7882
C 1.0564 2.0044 1.6918
C 0.9839 1.3707 0.4481
C 1.8082 3.2825 1.9289
C 1.6386 4.3977 1.0886
C 2.3283 5.5910 1.3467
C 3.1817 5.6902 2.4588
C 3.3668 4.5898 3.3094
C 2.7359 3.3833 2.9989
C 0.1509 2.3117 3.9670
C -0.9670 1.7298 4.8261
O -0.7653 0.3483 5.1216
H -1.5765 -0.5260 3.4116
H -0.3702 -1.4563 4.3641
H 1.4528 -0.2586 3.4417
H 0.3546 -0.5053 2.0646
H 1.5249 1.8467 -0.3724
H 0.6866 0.3133 0.4381
H 0.9325 4.3270 0.2606
H 2.1963 6.4544 0.6846
H 3.7180 6.6169 2.6707
H 4.0017 4.6615 4.2005
H 2.9502 2.4999 3.6141
H 1.0546 2.4081 4.6010
H -0.1592 3.3224 3.6539
H -1.0163 2.1883 5.8236
H -1.9286 1.8774 4.3031
C 3.4462 -3.5041 -5.3523
N 2.3015 -3.3731 -4.4793
C 1.8665 -4.3876 -3.6587
O 2.3409 -5.5203 -3.6243
C 0.7526 -3.7981 -2.7959
C 0.7553 -4.2648 -1.3449
C 1.9406 -3.7089 -0.5908
C 3.2092 -4.2308 -0.8506
C 4.3416 -3.5702 -0.3732
C 4.2039 -2.3841 0.3532
C 2.9304 -1.9353 0.7245
C 1.8008 -2.6543 0.3250
N 0.9662 -2.3677 -2.9549
C 0.3933 -1.4338 -2.1782
C 0.7840 -0.1074 -2.1363
C -0.0984 0.8135 -1.5236
C -0.4857 2.0565 -2.1400
C -1.7024 2.6480 -1.7414
C -2.2588 3.6802 -2.4820
C -1.5725 4.1886 -3.5973
C -0.2898 3.7128 -3.9089
C 0.2785 2.6767 -3.1550
C 1.7943 -2.0441 -4.1283
C 1.0337 -1.4106 -5.2570
C 0.8157 -2.0754 -6.4112
C 0.2765 -1.5013 -7.6289
C -0.2885 -2.3504 -8.6047
C -0.7987 -1.8334 -9.7897
C -0.7600 -0.4546 -10.0412
C -0.1965 0.3946 -9.0788
C 0.3189 -0.1131 -7.8835
H 3.6309 -4.5643 -5.5279
H 3.2501 -3.0021 -6.3037
H 4.3304 -3.0482 -4.8843
H -0.1968 -4.0957 -3.2889
H -0.1783 -3.9362 -0.8821
H 0.7935 -5.3646 -1.3523
H 3.2924 -5.1409 -1.4539
H 5.3269 -3.9807 -0.5921
H 5.0848 -1.8092 0.6340
H 2.8063 -1.0263 1.3189
H 0.7964 -2.3742 0.6696
H -0.4528 -1.7839 -1.5833
H 1.7685 0.2229 -2.4937
H -0.9258 0.3687 -0.9224
H -2.2288 2.2235 -0.8823
H -3.2508 4.0576 -2.2176
H -2.0481 4.9325 -4.2375
H 0.2557 4.1210 -4.7704
H 1.2876 2.3135 -3.3865
H 2.6229 -1.3758 -3.8245
H 0.6029 -0.4152 -5.0627
H 0.9905 -3.1576 -6.4594
H -0.3215 -3.4203 -8.3923
H -1.2264 -2.5092 -10.5263
H -1.1581 -0.0552 -10.9770
H -0.1588 1.4652 -9.2736
H 0.7761 0.5474 -7.1408
```

Summary:
E = -1863.85219 Eh
Energy above the lowest of the compared OMol25 structures with the same formula, charge and spin = 153.7 kJ/mol
Net charge = +1
Lowest unoccupied orbital energy = -4.34 eV
2S+1 = 1